Below is a gas-phase ion, C12H26N3O4 (charge +1) at a distorted geometry, with properties calculated with ωB97M-V/def2-TZVPD.

Structure (XYZ):
```
45
Properties=species:S:1:pos:R:3:nbo_charge:R:1
C 2.837 -3.142 1.228 -0.6574
C 2.511 -2.181 -0.005 0.0947
O 3.284 -2.686 -1.143 -0.7300
C 2.993 -0.675 0.217 -0.4400
C 1.782 0.344 0.579 -0.0756
C 2.444 1.800 0.700 -0.2466
N 1.508 2.942 0.547 -0.6259
C 0.496 2.734 -0.511 -0.2366
C -0.359 1.367 -0.286 0.1021
C -1.089 1.464 1.135 -0.1568
O -1.395 2.830 1.546 -0.2857
O -2.721 3.117 1.354 -0.4033
C -1.473 1.345 -1.439 -0.5148
C -2.229 -0.047 -1.593 0.6851
O -2.110 -0.631 -2.706 -0.5204
N -3.050 -0.692 -0.565 -0.5441
C -4.353 -1.186 -1.091 -0.4320
C -2.310 -1.761 0.171 -0.4328
N 0.647 0.249 -0.396 -0.5603
H 2.105 -3.022 2.099 0.2235
H 2.783 -4.246 0.924 0.2303
H 3.888 -2.973 1.646 0.2318
H 1.417 -2.304 -0.299 0.1469
H 3.525 -3.620 -0.989 0.4848
H 3.663 -0.661 1.152 0.2486
H 3.597 -0.318 -0.680 0.2522
H 1.397 -0.027 1.597 0.2290
H 2.863 1.869 1.769 0.2473
H 3.359 1.848 0.015 0.2190
H 1.103 3.253 1.436 0.3918
H 1.070 2.624 -1.505 0.2007
H -0.189 3.636 -0.639 0.2510
H -2.094 0.904 1.173 0.2578
H -0.471 1.005 1.991 0.2065
H -2.755 3.562 0.475 0.4525
H -2.220 2.213 -1.347 0.2662
H -0.919 1.546 -2.428 0.2531
H -4.281 -1.791 -2.052 0.2198
H -5.110 -0.326 -1.181 0.2255
H -4.811 -1.893 -0.308 0.2184
H -1.977 -2.535 -0.599 0.2067
H -1.465 -1.353 0.818 0.1732
H -3.051 -2.252 0.896 0.2462
H 0.116 -0.637 -0.347 0.4513
H 1.045 0.306 -1.360 0.4463
```

Values from the calculation:
ΔE to the lowest compared entry with this formula, charge and spin (eV): 2.9334
Electronic energy (eV): -25513.7203
HOMO level (eV): -12.5
Charge: +1
Structure (SMILES): C[C@H](O)C[C@H]1CNC[C@@](COO)(CC(=O)N(C)C)[NH2+]1
Spin multiplicity: 1

***

Below is 2 unconnected molecules or ions with the total composition CH3N2O2P at a distorted geometry, with properties calculated with ωB97M-V/def2-TZVPD.

Structure (XYZ):
```
9
Properties=species:S:1:pos:R:3:nbo_charge:R:1
C -0.105 -1.018 0.607 0.9199
N 1.104 -0.637 0.938 -0.8349
N -0.903 0.382 -0.562 -1.1461
O -0.701 -2.030 0.763 -0.5014
O -0.864 2.384 -2.008 -1.0513
P -0.152 1.820 -0.887 1.3780
H 1.511 0.246 1.011 0.4257
H 1.749 -1.345 1.289 0.4191
H -1.640 0.198 -1.150 0.3909
```

Values from the calculation:
ΔE to the lowest compared entry with this formula, charge and spin (eV): 1.8339
Electronic energy (eV): -17448.9221
HOMO level (eV): -9.6
Spin multiplicity: 1

***

Below is a molecular structure, C4H8NOS at a distorted geometry, with properties calculated with ωB97M-V/def2-TZVPD.

Structure (XYZ):
```
15
Properties=species:S:1:pos:R:3:nbo_charge:R:1
C 0.336 0.673 -0.548 0.4649
C 1.299 -1.646 -0.703 -0.5931
C -1.389 2.249 0.208 -0.4689
C 0.455 -0.612 0.058 -0.6118
N -0.385 1.721 -0.728 -0.0289
O -0.063 2.448 -1.808 -0.3761
S 1.310 1.430 -2.479 0.4657
H 1.018 -1.787 -1.763 0.2380
H 2.400 -1.447 -0.510 0.2383
H 1.152 -2.679 -0.249 0.2534
H -1.972 3.092 -0.354 0.2861
H -0.897 2.708 1.129 0.2656
H -2.054 1.402 0.473 0.2530
H 0.709 -0.880 1.167 0.3217
H -0.561 -1.080 -0.108 0.2922
```

Values from the calculation:
ΔE to the lowest compared entry with this formula, charge and spin (eV): 5.3468
Electronic energy (eV): -18637.9007
HOMO level (eV): -14.4
Charge: +1
Spin multiplicity: 1

***

Below is a molecular structure, C6H18Li2O6 at a distorted geometry, with properties calculated with ωB97M-V/def2-TZVPD.

Structure (XYZ):
```
32
Properties=species:S:1:pos:R:3:nbo_charge:R:1
Li -28.327 -27.552 7.956 0.9523
Li -25.971 -28.742 8.701 0.8956
C -28.578 -28.354 10.695 -0.2384
O -27.505 -28.222 9.788 -1.0984
H -28.413 -27.642 11.516 0.1537
H -29.554 -28.157 10.215 0.1136
H -28.627 -29.380 11.088 0.1636
C -25.713 -26.455 7.118 -0.2469
O -26.517 -27.586 6.942 -1.0913
H -25.980 -25.713 7.890 0.1297
H -24.648 -26.691 7.249 0.1326
H -25.781 -25.846 6.199 0.1409
C -24.998 -31.087 6.501 -0.0948
C -25.418 -31.914 5.283 -0.0953
O -26.075 -33.103 5.698 -0.7117
O -26.127 -30.422 7.064 -0.7714
H -24.211 -30.371 6.239 0.1699
H -24.606 -31.758 7.262 0.1849
H -24.494 -32.251 4.795 0.1763
H -25.929 -31.356 4.493 0.1689
H -26.934 -32.822 6.043 0.4691
H -26.365 -29.667 6.494 0.5096
C -24.731 -29.985 11.440 -0.0965
C -23.871 -29.855 10.206 -0.1096
O -24.017 -28.630 9.478 -0.7704
O -26.116 -30.080 11.225 -0.7285
H -24.464 -29.247 12.205 0.1611
H -24.309 -30.871 11.931 0.1804
H -23.826 -30.691 9.514 0.1918
H -22.868 -29.844 10.657 0.1714
H -23.374 -27.988 9.779 0.4960
H -26.364 -29.240 10.784 0.4917
```

Values from the calculation:
ΔE to the lowest compared entry with this formula, charge and spin (eV): 0.0000
Electronic energy (eV): -19209.5115
HOMO level (eV): -8.2
Spin multiplicity: 1

***

Below is a gas-phase ion, CH3O (charge -1) at a distorted geometry, with properties calculated with ωB97M-V/def2-TZVPD.

Structure (XYZ):
```
5
Properties=species:S:1:pos:R:3:nbo_charge:R:1
C -0.013 -0.053 -0.016 -0.1912
O 0.054 0.573 1.141 -0.9904
H -0.794 0.295 -0.706 0.0568
H 0.923 0.298 -0.654 0.0350
H -0.170 -1.113 0.235 0.0898
```

Values from the calculation:
ΔE to the lowest compared entry with this formula, charge and spin (eV): 0.4085
Electronic energy (eV): -3131.6192
HOMO level (eV): -1.4
Charge: -1
Structure (SMILES): C[O-]
Spin multiplicity: 1

***

Below is a molecular structure, C11H14N3O5SW at a distorted geometry, with properties calculated with ωB97M-V/def2-TZVPD.

Structure (XYZ):
```
35
Properties=species:S:1:pos:R:3:nbo_charge:R:1
W 0.180 0.148 1.220 2.1602
O -0.979 -0.722 -0.424 -0.7629
C -0.411 -0.312 -1.739 -0.0924
C 1.083 -0.433 -1.597 -0.2592
N 1.615 0.406 -0.427 -0.4556
C 1.723 1.864 -0.779 -0.3671
C 0.439 2.588 -0.461 0.7714
O 0.062 3.635 -0.772 -0.3184
O -0.358 1.712 0.427 -0.6551
C 2.916 -0.197 0.054 -0.3591
C 2.626 -1.428 0.878 0.7761
O 3.313 -2.255 1.290 -0.2972
O 1.153 -1.395 1.210 -0.6384
H -1.873 -1.079 -0.510 0.5717
H -0.773 -1.001 -2.500 0.2819
H -0.778 0.688 -1.962 0.2321
H 1.340 -1.469 -1.387 0.2539
H 1.601 -0.125 -2.506 0.2820
H 2.520 2.328 -0.195 0.2928
H 1.948 2.006 -1.836 0.2968
H 3.560 -0.489 -0.777 0.3053
H 3.455 0.518 0.677 0.2873
C -2.529 1.038 6.505 -0.6917
C -2.069 0.608 5.170 0.4310
C -2.882 -0.181 4.319 -0.2307
C -2.441 -0.491 3.072 0.1246
N -1.201 -0.054 2.689 -0.6136
C -0.468 0.675 3.579 0.3290
S 1.208 1.095 3.037 0.2941
N -0.837 1.028 4.768 -0.3867
H -3.217 0.315 6.942 0.2802
H -3.090 1.974 6.357 0.3090
H -1.692 1.250 7.164 0.2904
H -3.852 -0.529 4.646 0.2975
H -3.012 -1.067 2.359 0.2612
```

Values from the calculation:
ΔE to the lowest compared entry with this formula, charge and spin (eV): 0.9576
Electronic energy (eV): -38972.0515
HOMO level (eV): -20.8
Charge: +3
Spin multiplicity: 1